(1)
Formula: C38H42N3O2P2RhS2Si2
Source: the Open Molecules 2025 dataset
Level of theory: ωB97M-V/def2-TZVPD

Calculated values
- Charge: 0
- Energy above the lowest of the compared OMol25 structures with the same formula, charge and spin: 47.1 kcal/mol
- DFT total energy: -107666.54620 eV

XYZ file:
```
92
Properties=species:S:1:pos:R:3:forces:R:3:lowdin_charge:R:1
Rh 1.030 -0.019 -0.509 -0.817 0.234 -2.069 0.65
C 0.721 3.767 -2.608 -0.052 0.048 -0.062 -0.17
Si 1.190 3.400 -0.840 -0.107 -0.268 -0.131 0.35
C 0.588 4.795 0.249 -0.054 0.043 0.051 -0.16
C 3.034 3.258 -0.676 0.102 0.015 0.055 -0.19
N 0.351 1.912 -0.402 0.568 0.296 0.335 -0.31
P -0.507 1.546 0.922 -0.261 -0.126 0.927 0.69
C -0.633 -0.147 0.690 0.092 -0.332 0.056 -0.43
P -1.507 -0.722 -0.683 -0.951 -0.222 0.469 0.65
N -0.750 -0.294 -2.025 1.468 0.089 1.046 -0.24
Si 0.367 -1.041 -3.111 -0.211 -0.115 -0.209 0.27
C 1.714 0.175 -3.572 0.088 0.115 -0.077 -0.18
C -0.518 -1.523 -4.680 -0.078 -0.062 -0.049 -0.17
C 1.102 -2.598 -2.361 0.009 -0.094 0.073 -0.18
C -1.655 -2.519 -0.491 -0.024 -0.042 -0.235 -0.31
C -1.048 -3.198 0.555 0.057 -0.022 0.046 -0.08
C -1.115 -4.586 0.615 0.014 0.022 0.003 -0.07
C -1.787 -5.293 -0.368 -0.027 0.009 -0.025 -0.08
C -2.411 -4.616 -1.413 0.022 -0.022 0.025 -0.08
C -2.345 -3.235 -1.472 -0.010 0.019 0.012 -0.09
C -3.229 -0.188 -0.783 -0.064 -0.037 -0.075 -0.30
C -4.100 -0.396 0.284 0.034 0.014 0.030 -0.07
C -5.419 0.015 0.192 -0.002 0.031 -0.038 -0.08
C -5.877 0.619 -0.974 -0.012 -0.014 0.027 -0.08
C -5.018 0.812 -2.044 0.031 0.003 -0.021 -0.08
C -3.689 0.417 -1.946 -0.020 -0.019 -0.017 -0.09
C 0.380 1.883 2.466 0.078 0.213 -0.048 -0.28
C 0.192 3.079 3.160 0.013 0.052 -0.030 -0.11
C 0.981 3.387 4.258 -0.012 0.001 -0.001 -0.08
C 1.973 2.507 4.667 -0.003 -0.039 -0.014 -0.07
C 2.166 1.312 3.987 -0.025 0.058 0.054 -0.06
C 1.369 1.001 2.897 -0.092 -0.080 -0.018 -0.09
C -2.090 2.377 1.119 -0.020 0.216 -0.279 -0.30
C -2.779 2.311 2.328 0.004 -0.038 0.022 -0.08
C -4.035 2.886 2.440 -0.017 -0.002 -0.035 -0.07
C -4.611 3.515 1.345 0.001 0.004 0.020 -0.08
C -3.938 3.563 0.132 0.000 -0.010 -0.006 -0.07
C -2.679 2.993 0.018 0.001 0.017 0.015 -0.09
H 1.371 4.529 -3.044 -0.001 0.003 0.006 0.03
H -0.307 4.138 -2.663 -0.006 -0.036 -0.013 0.03
H 0.784 2.869 -3.223 0.005 0.004 -0.008 0.00
H 0.769 5.742 -0.266 0.016 0.004 0.014 0.04
H 1.124 4.817 1.198 -0.001 0.004 -0.003 0.03
H -0.482 4.739 0.464 -0.001 0.024 -0.040 0.02
H 3.536 4.071 -1.207 -0.048 0.046 0.026 0.04
H 3.416 2.319 -1.071 0.043 0.037 -0.091 -0.04
H 3.328 3.304 0.376 0.017 -0.051 -0.012 0.04
H 1.303 0.949 -4.225 0.009 -0.069 -0.073 0.03
H 2.522 -0.334 -4.105 -0.058 -0.006 -0.061 0.04
H 2.181 0.699 -2.736 0.002 -0.027 0.039 -0.03
H -1.033 -0.665 -5.118 -0.002 -0.003 0.003 0.03
H -1.260 -2.299 -4.475 -0.016 0.017 -0.026 0.02
H 0.175 -1.916 -5.429 0.014 0.008 0.014 0.03
H 1.446 -2.485 -1.326 0.014 0.029 -0.006 -0.01
H 1.961 -2.932 -2.949 -0.006 -0.015 0.009 0.04
H 0.359 -3.399 -2.337 0.015 -0.010 -0.064 0.03
H -0.521 -2.633 1.315 -0.017 0.009 0.005 0.09
H -0.642 -5.112 1.434 0.015 0.005 -0.006 0.11
H -1.834 -6.374 -0.323 -0.009 0.002 0.006 0.10
H -2.946 -5.166 -2.175 0.005 -0.001 -0.001 0.10
H -2.830 -2.707 -2.287 -0.006 0.010 0.012 0.11
H -3.744 -0.877 1.189 0.007 -0.006 -0.005 0.12
H -6.093 -0.141 1.024 0.003 0.017 0.006 0.11
H -6.909 0.939 -1.045 -0.003 -0.015 -0.007 0.10
H -5.378 1.273 -2.955 0.001 0.012 0.008 0.10
H -2.997 0.578 -2.765 -0.001 0.010 0.001 0.10
H -0.567 3.782 2.842 0.003 -0.005 -0.003 0.10
H 0.823 4.316 4.791 -0.002 0.001 -0.007 0.10
H 2.597 2.750 5.518 -0.007 -0.002 0.005 0.11
H 2.938 0.621 4.293 -0.028 -0.001 0.002 0.09
H 1.514 0.060 2.383 -0.019 0.022 0.006 0.06
H -2.334 1.813 3.180 0.019 0.021 0.004 0.12
H -4.564 2.844 3.384 -0.002 -0.011 0.000 0.11
H -5.590 3.969 1.436 -0.005 -0.013 -0.002 0.11
H -4.396 4.037 -0.726 0.005 0.011 0.004 0.11
H -2.149 3.017 -0.927 0.001 -0.010 0.001 0.10
O 5.821 -1.830 3.716 0.023 -0.007 0.077 -0.27
S 4.479 -2.109 3.311 -0.136 0.131 -0.056 0.65
O 3.480 -2.407 4.293 0.022 -0.006 0.033 -0.28
N 3.931 -0.847 2.354 0.122 -0.070 0.053 -0.06
C 3.763 -1.230 1.142 -0.174 0.036 -0.147 -0.70
S 3.315 -0.091 -0.118 0.369 -0.064 0.570 0.67
C 4.046 -2.674 0.864 0.008 0.146 0.011 -0.22
C 3.945 -3.377 -0.321 0.070 -0.035 0.022 -0.03
C 4.278 -4.727 -0.312 -0.018 0.018 -0.001 -0.05
C 4.714 -5.349 0.853 -0.007 -0.031 -0.010 -0.06
C 4.816 -4.641 2.046 -0.042 0.040 -0.010 -0.03
C 4.466 -3.309 2.018 0.057 -0.153 -0.068 -0.22
H 3.621 -2.881 -1.223 0.026 0.031 -0.050 0.08
H 4.199 -5.301 -1.226 0.021 0.000 0.000 0.11
H 4.978 -6.398 0.831 -0.008 -0.001 0.000 0.11
H 5.157 -5.115 2.957 -0.005 -0.001 0.002 0.12
```
Positions in Å, forces in eV/Å.

---

(2)
Formula: C21H72O25P4
Source: the Open Molecules 2025 dataset
Level of theory: ωB97M-V/def2-TZVPD

Calculated values
- Charge: 0
- Energy above the lowest of the compared OMol25 structures with the same formula, charge and spin: 9.3 kcal/mol
- DFT total energy: -111291.52036 eV

XYZ file:
```
122
Properties=species:S:1:pos:R:3:forces:R:3:lowdin_charge:R:1
C 17.861 8.977 -19.759 0.802 0.070 0.739 -0.17
O 16.827 9.763 -20.238 -0.402 0.814 -1.515 -0.14
H 18.745 8.946 -20.397 -0.353 0.101 -0.587 0.08
H 18.224 9.480 -18.862 0.217 -0.708 0.643 0.07
H 17.502 7.960 -19.603 0.301 -0.174 0.397 0.07
H 16.118 9.654 -19.600 -0.527 -0.246 0.219 0.02
C 14.901 5.970 -17.169 -0.978 -0.557 -0.459 -0.11
O 14.035 7.086 -16.884 1.461 -0.946 -0.760 -0.15
H 14.282 5.125 -17.472 -0.141 -0.157 -0.141 0.08
H 15.542 6.176 -18.026 0.004 0.464 0.156 0.07
H 15.516 5.562 -16.366 0.030 0.652 0.445 0.07
H 13.551 6.929 -16.070 -0.245 0.124 0.678 0.02
C 17.306 12.082 -14.121 1.114 -0.326 0.677 -0.13
O 17.474 12.941 -12.976 -1.034 0.270 -0.585 -0.11
H 18.056 12.345 -14.867 0.016 -0.104 -0.154 0.07
H 17.434 11.043 -13.817 0.127 -0.141 -0.134 0.07
H 16.329 12.118 -14.602 -0.192 0.618 0.436 0.05
H 18.103 12.598 -12.338 -0.002 -0.347 -0.352 0.07
C 14.581 10.152 -17.470 -0.547 -0.555 0.184 -0.13
O 15.060 9.069 -18.233 0.569 0.747 -0.871 -0.13
H 15.212 10.296 -16.593 0.145 0.393 0.073 0.08
H 14.498 11.045 -18.090 0.269 0.054 0.094 0.07
H 13.582 9.895 -17.119 -0.185 0.222 0.173 0.07
H 14.685 8.272 -17.852 -0.248 -0.335 0.342 0.01
C 14.588 14.249 -19.942 0.062 -1.196 -0.077 -0.10
O 13.549 14.135 -18.983 0.007 0.915 -0.277 -0.14
H 15.184 13.345 -19.811 0.517 0.099 -0.317 0.07
H 14.153 14.183 -20.939 -0.071 0.330 0.089 0.09
H 15.230 15.122 -19.827 -0.216 0.138 0.058 0.09
H 13.967 14.034 -18.124 0.323 0.002 0.462 0.04
C 13.147 13.238 -15.996 -1.224 0.047 0.282 -0.14
O 14.434 13.526 -16.427 1.627 -0.159 -0.324 -0.12
H 12.486 13.974 -16.453 -0.499 -0.051 0.363 0.09
H 12.823 12.254 -16.337 0.252 -0.032 -0.086 0.06
H 13.101 13.266 -14.907 -0.304 0.033 0.049 0.09
H 14.877 14.042 -15.749 0.168 0.126 -0.147 0.11
C 14.896 6.415 -21.231 0.040 0.604 0.631 -0.17
O 14.738 5.104 -21.689 -0.179 -0.662 -0.622 -0.11
H 15.910 6.789 -21.369 0.176 0.018 0.088 0.07
H 14.237 7.113 -21.748 -0.131 -0.328 -0.168 0.09
H 14.627 6.432 -20.174 0.077 0.468 0.185 0.06
H 15.137 4.520 -21.041 0.008 -0.049 -0.107 0.07
C 11.160 7.988 -18.720 -0.319 -0.498 0.503 -0.16
O 9.813 7.933 -19.128 -0.806 -0.105 -0.734 -0.11
H 11.347 7.181 -18.013 0.321 0.175 0.241 0.07
H 11.812 7.795 -19.573 -0.019 0.422 -0.056 0.08
H 11.300 8.965 -18.256 0.694 -0.047 -0.005 0.06
H 9.269 7.479 -18.481 0.213 0.074 0.068 0.07
C 11.621 11.752 -19.563 -0.539 -0.429 -0.462 -0.18
O 11.279 12.886 -18.841 -0.925 0.329 0.445 -0.13
H 11.875 11.954 -20.604 0.481 0.261 -0.139 0.08
H 12.436 11.229 -19.062 -0.003 -0.501 -0.218 0.06
H 10.713 11.158 -19.671 0.138 -0.464 0.413 0.08
H 12.054 13.452 -18.872 0.289 0.476 -0.089 0.00
C 17.828 9.210 -11.060 1.268 0.554 0.884 -0.09
O 16.531 8.658 -10.729 0.550 1.087 -0.539 -0.20
P 15.234 9.580 -10.897 -0.227 -0.526 0.766 0.46
O 14.019 8.793 -10.554 1.149 1.416 -0.190 -0.24
O 15.541 10.964 -10.034 -0.162 -1.712 -2.065 -0.22
C 15.914 11.030 -8.688 -0.531 0.376 2.178 -0.14
O 15.345 10.025 -12.434 -0.276 0.522 1.449 -0.23
C 14.208 10.593 -13.111 0.243 0.000 -0.860 -0.07
H 18.543 9.011 -10.262 -0.281 -0.859 0.230 0.09
H 17.926 10.296 -11.028 -1.034 0.313 -0.385 0.08
H 18.319 8.883 -11.977 -0.744 -0.433 -0.202 0.06
H 16.841 11.558 -8.463 0.266 0.035 -0.898 0.09
H 15.963 10.126 -8.081 -0.004 -0.693 -0.786 0.09
H 15.159 11.600 -8.146 -0.218 0.217 -0.214 0.09
H 14.089 9.965 -13.994 -0.490 -0.033 0.122 0.07
H 14.449 11.586 -13.490 0.253 0.084 0.333 0.07
H 13.295 10.668 -12.521 0.158 -0.385 0.150 0.10
C 11.030 7.593 -12.107 -0.527 -0.015 1.633 -0.11
O 10.807 8.495 -13.189 1.526 -0.435 -2.284 -0.21
P 11.531 8.158 -14.618 -0.106 1.573 -0.218 0.54
O 12.767 7.317 -14.576 -1.779 0.991 0.261 -0.23
O 10.300 7.589 -15.505 1.558 0.537 -0.196 -0.22
C 9.772 6.357 -15.085 -0.917 -1.316 1.648 -0.12
O 11.803 9.627 -15.306 1.576 -3.371 1.303 -0.23
C 10.817 10.532 -15.604 -2.376 1.247 -0.595 -0.14
H 10.038 7.363 -11.718 -0.019 -0.319 -0.118 0.09
H 11.536 8.110 -11.292 0.323 0.088 -0.262 0.08
H 11.578 6.677 -12.326 -0.001 0.229 -0.403 0.09
H 10.280 5.924 -14.223 0.297 0.425 0.344 0.07
H 9.802 5.482 -15.734 0.095 0.752 -1.082 0.10
H 8.749 6.527 -14.747 -0.090 -0.061 -0.245 0.10
H 10.735 10.771 -16.664 0.316 -0.511 -0.327 0.09
H 10.979 11.519 -15.171 0.146 -0.270 0.649 0.09
H 9.857 10.112 -15.303 -0.226 0.478 0.075 0.09
C 17.259 12.248 -18.022 -0.646 -0.808 0.306 -0.10
O 17.432 13.612 -18.406 1.582 1.183 -0.749 -0.22
P 18.937 13.994 -18.867 1.006 0.999 0.150 0.49
O 19.975 13.905 -17.798 -1.206 -0.771 -1.585 -0.25
O 19.213 13.125 -20.223 0.311 0.662 1.961 -0.22
C 18.299 13.078 -21.302 -0.501 0.409 -0.847 -0.10
O 18.852 15.552 -19.378 -1.644 -1.679 0.243 -0.23
C 19.999 16.186 -19.887 1.765 -0.434 0.034 -0.13
H 18.173 11.733 -17.724 0.232 0.260 -0.050 0.08
H 16.804 11.689 -18.840 0.127 0.068 -0.095 0.07
H 16.571 12.226 -17.177 0.069 0.165 -0.052 0.06
H 17.769 12.126 -21.335 0.088 -0.022 0.153 0.08
H 18.848 13.238 -22.231 0.271 -0.342 0.073 0.09
H 17.584 13.900 -21.306 -0.178 0.027 0.464 0.08
H 20.902 15.757 -19.451 0.025 0.128 0.660 0.08
H 19.994 17.253 -19.663 -0.357 -0.169 -0.115 0.09
H 20.218 15.982 -20.935 -0.876 0.238 -0.385 0.09
C 16.807 8.153 -14.704 -1.007 0.100 0.296 -0.08
O 17.814 8.599 -15.618 0.120 -0.021 0.889 -0.21
P 19.377 8.386 -15.353 -0.168 -0.085 -2.038 0.45
O 19.803 8.384 -13.950 -0.091 -0.013 -0.160 -0.23
O 19.952 9.561 -16.323 -0.630 -2.117 1.236 -0.22
C 20.638 10.674 -15.776 0.847 1.072 -0.380 -0.11
O 19.701 7.053 -16.237 0.512 1.206 0.739 -0.22
C 19.161 5.748 -16.009 -0.806 0.221 -0.105 -0.09
H 16.338 7.246 -15.087 0.074 0.062 -0.009 0.07
H 16.040 8.919 -14.588 -0.014 0.122 -0.714 0.06
H 17.050 8.015 -13.651 1.062 -0.266 -0.192 0.08
H 20.157 11.582 -16.140 -0.207 0.002 0.180 0.06
H 21.641 10.708 -16.202 0.061 -0.219 -0.006 0.09
H 20.755 10.706 -14.693 -0.409 -0.382 0.002 0.08
H 19.919 4.969 -16.094 0.222 0.389 0.103 0.09
H 18.410 5.568 -16.778 0.020 -0.012 -0.149 0.08
H 18.635 5.654 -15.059 0.272 0.115 0.236 0.09
```
Positions in Å, forces in eV/Å.